Computed, not measured: 2 unconnected molecules or ions with the total composition C9H15OP at a distorted geometry, with wB97M-V/def2-TZVPD.

As for the LUMO energy: 0.35 eV. The value obtained for the energy relative to the best compared isomer or geometry (same formula, charge and spin) is 73.73 kcal per mole. The total energy comes out at -768.36385 Eh.

Geometry as ORCA input:
```
! RIJCOSX wB97M-V def2-TZVPD def2/J DEFGRID3
* xyz 0 1
C -0.819 3.003 -1.225
C 2.616 0.170 1.126
C -1.884 -2.506 -0.666
C 1.838 -0.535 0.277
C -0.652 -1.781 -0.596
C -1.210 3.285 -0.131
C 4.049 0.479 1.145
C -2.387 -2.771 -2.160
C -1.588 3.388 1.243
O -0.575 -0.271 1.736
P 0.104 -0.866 0.595
H -2.699 -1.985 -0.092
H -0.398 2.918 -2.191
H 2.134 0.375 2.141
H -1.720 -3.511 -0.127
H 2.261 -0.655 -0.717
H 0.107 -2.246 -1.336
H 4.186 1.614 1.217
H 4.653 0.005 0.394
H 4.431 0.147 2.017
H -1.613 -3.244 -2.836
H -2.420 -1.813 -2.638
H -3.350 -3.256 -1.971
H -1.699 2.289 1.505
H -0.791 3.897 1.920
H -2.574 3.867 1.370
*
```

***

Computed, not measured: 24 unconnected molecules or ions with the total composition C57H173N37O24 at a distorted geometry, with wB97M-V/def2-TZVPD.

As for the LUMO energy: 0.08 eV. The value obtained for the energy relative to the best compared isomer or geometry (same formula, charge and spin) is 76.22 kcal per mole. The total energy comes out at -6107.28257 Eh.

Geometry as ORCA input:
```
! RIJCOSX wB97M-V def2-TZVPD def2/J DEFGRID3
* xyz 0 1
C 9.176 -20.835 11.413
O 9.484 -20.029 10.644
N 7.924 -21.284 11.564
N 10.008 -21.359 12.228
H 7.340 -20.926 10.822
H 7.671 -22.073 12.142
H 9.730 -21.921 13.020
H 10.941 -21.437 11.850
C 11.281 -17.738 8.367
O 11.371 -16.686 7.759
N 11.365 -18.962 7.852
N 11.248 -17.837 9.685
H 11.488 -18.965 6.849
H 11.099 -19.804 8.342
H 11.120 -18.741 10.118
H 11.055 -16.983 10.189
C 7.961 -12.802 14.698
O 9.138 -12.662 14.434
N 6.916 -12.664 13.963
N 7.642 -13.000 15.996
H 6.912 -12.380 12.994
H 6.044 -12.607 14.469
H 6.756 -12.785 16.431
H 8.385 -13.332 16.594
C 2.994 -16.791 2.396
O 3.067 -17.274 1.244
N 2.576 -15.656 2.758
N 3.449 -17.361 3.502
H 2.116 -15.062 2.082
H 2.751 -15.338 3.700
H 3.028 -17.009 4.350
H 3.562 -18.365 3.523
C 6.579 -18.851 6.136
O 7.090 -17.844 6.599
N 6.920 -20.112 6.334
N 5.519 -18.790 5.323
H 6.242 -20.773 5.983
H 7.455 -20.142 7.190
H 5.251 -17.883 4.970
H 5.130 -19.675 5.031
C 7.268 -10.503 5.661
O 7.027 -11.184 4.671
N 7.138 -10.913 6.876
N 7.515 -9.208 5.692
H 7.238 -10.205 7.589
H 6.843 -11.863 7.054
H 7.196 -8.467 5.084
H 7.682 -8.898 6.639
C 2.168 -11.193 13.972
O 1.555 -11.002 14.945
N 1.684 -11.559 12.764
N 3.435 -11.062 13.915
H 2.284 -11.621 11.954
H 0.683 -11.692 12.727
H 4.035 -10.964 14.722
H 3.792 -11.066 12.971
C 7.386 -11.282 0.061
O 7.964 -10.217 0.211
N 6.978 -12.020 1.076
N 6.844 -11.772 -1.053
H 7.256 -11.775 2.015
H 6.458 -12.881 0.980
H 6.844 -11.206 -1.890
H 6.422 -12.688 -1.011
C 8.573 -15.923 12.277
O 8.493 -16.209 13.449
N 8.793 -16.801 11.337
N 8.353 -14.773 11.714
H 8.991 -17.740 11.653
H 8.622 -16.450 10.405
H 8.363 -14.720 10.705
H 7.922 -14.100 12.331
C 9.570 -11.508 10.781
O 9.080 -10.409 10.728
N 9.773 -12.163 11.877
N 10.082 -12.151 9.695
H 9.537 -11.720 12.754
H 10.081 -13.124 11.840
H 10.196 -11.651 8.824
H 10.444 -13.085 9.825
C 4.175 -12.523 3.352
O 2.981 -12.781 3.092
N 5.224 -13.286 3.263
N 4.582 -11.332 3.673
H 6.102 -12.833 3.471
H 5.173 -14.235 2.920
H 3.846 -10.640 3.686
H 5.489 -11.253 4.110
C 12.397 -14.532 10.724
O 11.203 -14.430 10.554
N 12.939 -14.256 11.860
N 13.171 -15.053 9.825
H 12.341 -13.958 12.618
H 13.936 -14.260 12.017
H 14.167 -15.218 9.849
H 12.770 -15.383 8.958
C 5.246 -11.334 10.666
O 4.323 -12.009 11.022
N 5.962 -11.545 9.616
N 5.553 -10.299 11.423
H 5.833 -12.266 8.921
H 6.700 -10.863 9.515
H 6.474 -9.898 11.323
H 5.112 -10.227 12.329
C 15.624 -17.631 8.814
C 15.856 -16.346 7.972
C 14.799 -16.043 6.973
O 15.036 -14.792 6.368
C 16.084 -14.818 5.360
N 15.891 -15.272 8.950
H 14.605 -17.796 9.164
H 16.387 -17.834 9.565
H 15.752 -18.452 8.109
H 16.816 -16.337 7.455
H 13.811 -15.908 7.413
H 14.928 -16.826 6.226
H 15.965 -15.582 4.592
H 17.048 -14.899 5.862
H 16.230 -13.885 4.815
H 16.837 -15.305 9.301
H 15.772 -14.363 8.525
C 8.660 -14.338 6.904
C 7.962 -14.484 8.220
C 6.365 -14.492 7.985
O 5.924 -13.484 7.144
C 4.516 -13.524 6.882
N 8.379 -15.792 8.740
H 9.739 -14.230 7.007
H 8.316 -13.623 6.156
H 8.502 -15.254 6.336
H 8.185 -13.692 8.935
H 5.830 -14.446 8.934
H 6.065 -15.455 7.572
H 4.385 -12.714 6.164
H 3.892 -13.209 7.718
H 4.224 -14.533 6.593
H 9.346 -15.823 8.451
H 7.845 -16.427 8.165
C 0.672 -6.505 -0.734
C 0.267 -6.856 0.693
C 1.322 -7.250 1.767
O 0.955 -8.262 2.661
C 1.868 -8.309 3.745
N -0.209 -5.647 1.254
H 1.567 -5.893 -0.843
H -0.158 -5.989 -1.218
H 0.741 -7.409 -1.339
H -0.520 -7.610 0.687
H 1.713 -6.414 2.347
H 2.318 -7.450 1.372
H 1.779 -9.288 4.217
H 1.782 -7.481 4.448
H 2.892 -8.213 3.383
H -0.901 -5.297 0.607
H -0.612 -5.804 2.166
C 1.776 -19.385 5.879
C 1.678 -17.921 6.547
C 2.843 -17.370 7.356
O 2.517 -16.131 8.059
C 1.648 -16.418 9.195
N 1.352 -17.040 5.476
H 2.447 -19.447 5.022
H 0.748 -19.611 5.596
H 2.124 -20.123 6.603
H 0.824 -18.101 7.200
H 3.735 -17.204 6.752
H 3.268 -18.104 8.041
H 0.650 -16.807 8.991
H 1.498 -15.475 9.720
H 2.071 -17.168 9.863
H 1.069 -16.205 5.970
H 0.619 -17.267 4.819
C 13.874 -19.106 4.044
C 12.577 -19.857 3.768
C 12.536 -21.332 4.448
O 13.599 -22.204 4.153
C 13.738 -23.493 4.809
N 11.458 -19.102 4.351
H 14.679 -19.724 3.647
H 14.062 -19.411 5.073
H 13.764 -18.058 3.767
H 12.379 -19.982 2.703
H 11.588 -21.730 4.087
H 12.421 -21.224 5.526
H 14.166 -23.457 5.811
H 14.447 -24.144 4.297
H 12.800 -24.047 4.829
H 11.715 -18.147 4.147
H 10.551 -19.265 3.937
C 2.681 -17.979 15.506
C 1.437 -17.812 14.550
C 1.252 -16.479 13.750
O 2.525 -16.159 13.253
C 2.458 -14.942 12.369
N 1.364 -18.875 13.611
H 2.637 -18.848 16.162
H 2.867 -17.098 16.121
H 3.557 -18.031 14.859
H 0.493 -17.965 15.073
H 1.191 -15.724 14.534
H 0.273 -16.425 13.274
H 1.583 -14.881 11.722
H 3.375 -14.808 11.795
H 2.503 -14.072 13.023
H 2.042 -18.807 12.866
H 0.510 -18.704 13.100
C 1.349 -7.699 10.182
C 0.439 -8.615 9.347
C 1.289 -9.701 8.666
O 2.327 -9.024 7.951
C 3.371 -9.863 7.439
N -0.557 -9.283 10.121
H 0.936 -6.823 10.681
H 2.119 -7.330 9.504
H 1.846 -8.283 10.957
H -0.060 -8.007 8.592
H 0.688 -10.277 7.963
H 1.647 -10.427 9.395
H 3.472 -10.798 7.990
H 4.313 -9.320 7.374
H 3.241 -10.008 6.367
H -1.113 -8.518 10.476
H -0.102 -9.598 10.965
C 13.236 -11.920 7.309
C 12.222 -10.790 7.683
C 12.649 -9.334 7.354
O 12.706 -9.235 5.951
C 13.107 -8.005 5.288
N 10.954 -11.167 7.106
H 14.143 -11.929 7.914
H 13.693 -11.797 6.328
H 12.766 -12.903 7.284
H 12.100 -10.942 8.756
H 13.698 -9.118 7.558
H 12.063 -8.556 7.843
H 13.635 -8.239 4.364
H 13.693 -7.295 5.871
H 12.181 -7.511 4.994
H 11.012 -11.020 6.108
H 10.250 -10.478 7.329
C 4.899 -17.907 11.430
C 5.486 -19.349 11.383
C 4.376 -20.305 11.879
O 3.239 -20.170 11.072
C 2.422 -21.275 11.132
N 5.916 -19.777 10.033
H 3.943 -17.750 10.930
H 5.641 -17.178 11.104
H 4.789 -17.582 12.465
H 6.374 -19.436 12.008
H 4.141 -20.149 12.932
H 4.842 -21.288 11.816
H 2.113 -21.298 12.177
H 2.874 -22.227 10.853
H 1.497 -21.174 10.565
H 4.929 -19.831 9.827
H 6.303 -19.004 9.512
C 7.880 -16.010 3.328
C 8.930 -17.131 3.432
C 8.546 -18.334 2.517
O 9.358 -19.566 2.712
C 8.861 -20.612 3.683
N 10.216 -16.665 3.058
H 7.061 -16.356 3.959
H 7.663 -15.739 2.295
H 8.208 -15.135 3.889
H 8.981 -17.539 4.442
H 8.743 -18.120 1.467
H 7.483 -18.570 2.561
H 9.392 -21.522 3.404
H 7.785 -20.756 3.584
H 9.045 -20.091 4.622
H 10.530 -15.841 3.550
H 10.256 -16.364 2.094
C 0.763 -11.694 5.117
C 0.604 -13.168 5.525
C -0.386 -13.467 6.679
O -0.460 -14.877 6.946
C -1.431 -15.266 7.907
N 0.290 -13.940 4.321
H 1.287 -11.102 5.867
H -0.243 -11.340 4.892
H 1.558 -11.628 4.374
H 1.609 -13.436 5.849
H -1.401 -13.263 6.338
H -0.039 -12.958 7.579
H -2.417 -15.003 7.523
H -1.228 -14.820 8.881
H -1.358 -16.340 8.079
H 1.196 -14.208 3.965
H -0.125 -13.328 3.633
*
```

***

no.,frontier orbital gap (eV),molar mass (Da),HOMO energy (eV)
1,8.47,170.2,-8.12
2,8.51,1761.2,-8.43